Arrangement P

A cluster of 2 separate species, C3H10S3 in total. Source: the OMol25 dataset; level of theory: the ωB97M-V functional and the def2-TZVPD basis.

Computed properties:
M, g/mol: 142.31
Kohn-Sham gap, eV: 9.028
Spin multiplicity: 1
E_HOMO, Ha: -0.31461
SMILES string: CSC.CSS

Last column: Mulliken charge in e.
CARTESIAN COORDINATES (ANGSTROEM)
C -0.618 0.386 2.329  -0.741
S 1.067 1.025 2.454  -0.083
C 1.692 0.535 0.836  -0.728
H -0.617 -0.696 2.210  0.252
H -1.151 0.851 1.502  0.212
H -1.123 0.648 3.255  0.308
H 2.740 0.830 0.799  0.322
H 1.630 -0.541 0.685  0.253
H 1.184 1.047 0.022  0.224
C -1.497 -0.529 -1.480  -0.671
S -0.860 -1.373 -2.959  -0.065
S 1.178 -1.120 -2.708  -0.230
H -1.076 -0.967 -0.579  0.165
H -2.574 -0.685 -1.496  0.346
H -1.274 0.533 -1.521  0.268
H 1.297 0.056 -3.349  0.167

Arrangement Q

A cluster of 2 separate species, C3H10S3 in total. Source: the OMol25 dataset; level of theory: the ωB97M-V functional and the def2-TZVPD basis.

Computed properties:
M, g/mol: 142.31
Kohn-Sham gap, eV: 9.283
Spin multiplicity: 1
E_HOMO, Ha: -0.33437
SMILES string: CCS.CSS

Last column: Mulliken charge in e.
CARTESIAN COORDINATES (ANGSTROEM)
C -2.032 -0.727 -1.513  -0.461
C -2.677 0.655 -1.337  -0.477
S -3.251 0.983 0.545  -0.236
H -2.577 -1.600 -0.962  0.238
H -1.003 -0.591 -1.105  -0.088
H -1.911 -1.019 -2.572  0.287
H -1.794 1.388 -1.298  0.250
H -3.515 0.994 -2.006  0.360
H -3.183 2.312 0.596  0.121
C 3.302 -1.009 -0.951  -0.697
S 3.064 -0.017 0.575  -0.089
S 0.931 -0.479 0.957  -0.210
H 3.422 -1.936 -0.474  0.283
H 4.168 -0.629 -1.460  0.295
H 2.436 -0.906 -1.595  0.246
H 0.486 0.684 0.453  0.179

Name the least stable of them. arrangement Q.

Arrangement P

The molecule C18H18N4O2. Source: the OMol25 dataset; level of theory: the ωB97M-V functional and the def2-TZVPD basis.

Computed properties:
M, g/mol: 322.37
Kohn-Sham gap, eV: 8.549
Spin multiplicity: 1
E_HOMO, Ha: -0.29991
SMILES string: COc1ccc(/C=N/NC(=O)CCc2nc3ccccc3[nH]2)cc1

Last column: Mulliken charge in e.
CARTESIAN COORDINATES (ANGSTROEM)
C -8.022 -1.501 -0.130  -0.837
O -6.858 -1.563 0.659  -0.444
C -5.768 -0.852 0.275  0.929
C -4.645 -0.964 1.105  -0.551
C -3.488 -0.287 0.810  -0.554
C -3.411 0.528 -0.326  0.516
C -2.199 1.244 -0.647  -0.212
N -1.163 1.157 0.084  -0.411
N -0.057 1.842 -0.255  -0.007
C 1.082 1.781 0.497  0.461
O 1.174 1.118 1.504  -0.682
C 2.195 2.648 -0.072  -0.716
C 3.511 2.477 0.698  -0.936
C 4.142 1.157 0.422  0.414
N 5.152 0.966 -0.378  -0.814
C 5.398 -0.384 -0.348  0.586
C 6.359 -1.142 -1.006  -0.651
C 6.365 -2.503 -0.782  -0.418
C 5.444 -3.111 0.074  -0.444
C 4.482 -2.379 0.739  -0.841
C 4.469 -1.011 0.520  0.433
N 3.688 0.005 0.999  0.073
C -4.531 0.635 -1.147  -0.994
C -5.699 -0.044 -0.856  -0.335
H -7.842 -1.876 -1.142  0.339
H -8.748 -2.143 0.367  0.237
H -8.418 -0.482 -0.183  0.338
H -4.719 -1.595 1.976  0.405
H -2.619 -0.367 1.443  0.489
H -2.212 1.868 -1.552  0.295
H -0.072 2.422 -1.098  0.335
H 2.350 2.396 -1.123  0.431
H 1.874 3.691 -0.014  0.436
H 4.212 3.254 0.394  0.347
H 3.310 2.567 1.767  0.316
H 7.070 -0.672 -1.666  0.418
H 7.100 -3.120 -1.278  0.368
H 5.488 -4.181 0.217  0.372
H 3.769 -2.848 1.401  0.390
H 2.877 -0.053 1.597  0.232
H -4.491 1.260 -2.029  0.296
H -6.546 0.064 -1.515  0.388

Arrangement Q

A structure of composition C18H18N4O2. Source: the OMol25 dataset; level of theory: the ωB97M-V functional and the def2-TZVPD basis.

Computed properties:
M, g/mol: 322.37
Kohn-Sham gap, eV: 8.745
Spin multiplicity: 1
E_HOMO, Ha: -0.30462

Last column: Mulliken charge in e.
CARTESIAN COORDINATES (ANGSTROEM)
C -1.554 2.772 5.286  -0.912
H -1.821 1.795 5.470  0.445
O -0.314 2.825 4.326  -0.357
C -0.424 2.245 3.246  0.899
C -1.602 1.681 2.744  -0.560
C -1.444 0.868 1.669  -0.768
C -0.330 0.872 1.013  0.131
C 0.930 1.806 1.282  -0.202
C 0.840 2.420 2.543  -1.211
H 1.550 2.917 2.893  0.753
H 1.975 1.736 0.764  0.312
N 0.005 0.400 -0.363  0.835
C 0.746 -0.167 -1.082  0.522
N 0.574 -0.748 -2.257  -0.564
C -0.766 -0.162 -2.354  -0.322
N -1.245 0.234 -1.092  -0.805
C -1.785 -0.407 -3.533  0.914
O -1.588 0.392 -4.354  -0.599
N -2.353 -1.476 -3.734  -0.061
C -2.538 -2.561 -2.497  -0.813
H -1.749 -2.234 -1.826  0.278
H -3.450 -2.495 -1.909  0.309
H -2.382 -3.534 -2.993  0.344
C -3.292 -1.764 -4.612  -1.072
H -2.907 -0.641 -5.551  0.222
H -4.358 -1.622 -4.501  0.367
H -3.296 -2.518 -5.221  0.438
C 2.363 -0.638 -0.556  0.282
C 2.350 -1.007 0.973  -0.416
C 3.594 -1.304 1.329  -0.775
C 4.861 -1.187 0.428  -0.352
C 4.585 -0.738 -0.885  -0.923
C 3.336 -0.621 -1.369  0.108
H 3.043 -0.264 -2.356  0.434
H 5.366 -0.813 -1.489  0.471
H 5.908 -1.526 0.804  0.297
H 3.826 -1.371 2.262  0.546
H 1.499 -1.244 1.627  0.301
H -2.156 0.286 1.209  0.610
H -2.255 1.344 3.492  0.319
H -2.507 3.164 4.786  0.341
H -1.233 3.282 6.391  0.237

Name the least stable of them. arrangement Q.

Arrangement P

The molecule C7H11N. Source: the OMol25 dataset; level of theory: the ωB97M-V functional and the def2-TZVPD basis.

Computed properties:
M, g/mol: 109.17
Kohn-Sham gap, eV: 7.952
Spin multiplicity: 1
E_HOMO, Ha: -0.26117

Last column: Mulliken charge in e.
CARTESIAN COORDINATES (ANGSTROEM)
C -0.668 1.237 0.873  -0.196
C 1.660 -1.735 0.216  -1.371
C 1.315 1.234 -0.817  -1.513
N -0.791 -1.483 0.469  -0.625
C 0.381 -0.926 0.261  0.758
C -1.670 0.551 0.153  0.224
C 0.378 0.464 0.058  0.216
C -2.754 0.428 -0.558  -0.855
H -0.755 -2.343 1.023  0.178
H -0.630 1.067 1.952  0.214
H -0.617 2.304 0.646  0.321
H 2.549 -1.131 0.398  0.353
H 1.620 -2.533 0.960  0.407
H 1.765 -2.213 -0.762  0.298
H 2.052 0.581 -1.286  0.387
H 1.849 2.017 -0.264  0.316
H 0.776 1.733 -1.631  0.327
H -3.543 1.174 -0.487  0.267
H -2.918 -0.429 -1.201  0.293

Arrangement Q

The molecule C7H11N. Source: the OMol25 dataset; level of theory: the ωB97M-V functional and the def2-TZVPD basis.

Computed properties:
M, g/mol: 109.17
Kohn-Sham gap, eV: 10.205
Spin multiplicity: 1
E_HOMO, Ha: -0.34391
SMILES string: [H]/N=C/C(C)(C)C#CC

Last column: Mulliken charge in e.
CARTESIAN COORDINATES (ANGSTROEM)
H -0.868 3.034 -1.058  0.246
N -1.098 2.244 -0.449  -0.581
C -0.098 1.554 -0.132  -0.517
C -0.335 0.349 0.685  1.738
C 0.784 0.453 1.866  -1.356
C -1.725 0.122 1.114  -1.520
C 0.219 -0.635 -0.285  -1.511
C 0.575 -1.394 -1.159  1.334
C 1.052 -2.145 -2.325  -1.255
H 0.863 1.531 -0.572  0.432
H 0.839 1.354 2.378  0.439
H 1.771 0.308 1.328  0.295
H 0.681 -0.221 2.742  0.330
H -2.159 1.040 1.585  0.337
H -1.705 -0.842 1.792  0.342
H -2.371 -0.085 0.231  0.331
H 0.275 -2.626 -2.897  0.316
H 1.414 -1.329 -2.937  0.284
H 1.885 -2.712 -1.907  0.314

Name the least stable of them. arrangement P.